Version i
This record from the OMol25 dataset describes a single C8H16N2O3S molecule. The level of theory is ωB97M-V/def2-TZVPD.

Structure (XYZ):
```
30
Properties=species:S:1:pos:R:3:nbo_charge:R:1
C -2.48744 -0.58617 -1.45655 -0.627
C -2.34412 -0.48141 0.08954 -0.206
C -1.62494 -1.70045 0.63004 -0.629
C -1.66743 0.85839 0.50794 -0.144
N -2.58426 1.95329 0.11997 -0.822
C -0.26593 1.00209 -0.11316 0.681
O -0.12459 1.57895 -1.17856 -0.631
N 0.76837 0.47442 0.58818 -0.620
C 2.07329 0.44594 -0.01343 -0.173
C 3.13982 -0.01066 0.97782 -0.519
S 3.14703 1.09979 2.42302 -0.031
C 2.09935 -0.52073 -1.23939 0.795
O 1.26996 -1.35972 -1.42413 -0.596
O 3.10918 -0.23197 -2.00599 -0.656
H -3.05242 -1.50531 -1.78748 0.211
H -3.08628 0.26590 -1.81259 0.214
H -1.50196 -0.62276 -1.95699 0.223
H -3.37315 -0.50346 0.59490 0.215
H -2.21844 -2.63244 0.50168 0.221
H -1.50294 -1.64415 1.74005 0.192
H -0.59611 -1.78840 0.25015 0.219
H -1.66188 0.85359 1.61915 0.203
H -2.42518 2.25687 -0.83204 0.377
H -2.30693 2.72023 0.75435 0.356
H 0.66539 -0.20061 1.35691 0.413
H 2.20521 1.44451 -0.45768 0.252
H 4.12378 0.10358 0.52138 0.244
H 2.92554 -1.01725 1.36713 0.221
H 4.23858 0.63471 2.95674 0.117
H 3.05852 -0.88677 -2.72097 0.500
```

Its LUMO energy is 0.49 eV. For the highest occupied orbital energy, the calculation gives -9.4 eV. As for the net charge: 0.

Version ii
This record from the OMol25 dataset describes a single C8H16N2O3S molecule. The level of theory is ωB97M-V/def2-TZVPD.

Structure (XYZ):
```
30
Properties=species:S:1:pos:R:3:nbo_charge:R:1
C -1.81110 -1.72942 0.99952 -0.613
C -1.84584 -1.36085 -0.51397 -0.194
C -2.02461 -2.69568 -1.33891 -0.626
C -0.41027 -0.78892 -0.89181 -0.161
N -0.03192 0.29355 -0.20692 -0.582
C 1.12186 0.96212 -0.16356 0.668
O 2.06315 0.75918 -0.97254 -0.658
C 1.17139 2.12071 0.78762 -0.142
N 0.03203 2.17122 1.85761 -0.865
C 2.70508 2.34902 1.28279 -0.524
S 3.09175 1.06310 2.53267 -0.073
C -0.42698 -0.38415 -2.44007 0.792
O -1.41435 -0.20155 -3.10500 -0.592
O 0.83374 -0.32512 -2.87574 -0.717
H -2.79092 -2.21020 1.21279 0.210
H -1.74857 -0.90278 1.69538 0.211
H -1.06829 -2.37926 1.18488 0.200
H -2.51099 -0.54924 -0.76885 0.218
H -2.94594 -3.09482 -0.95930 0.208
H -1.28449 -3.41531 -0.97747 0.212
H -2.17180 -2.42021 -2.41857 0.250
H 0.44590 -1.45961 -0.84582 0.214
H -0.88749 0.80389 0.18714 0.436
H 0.92168 3.03265 0.17059 0.231
H -0.38156 3.06537 2.04263 0.382
H 0.36763 1.67423 2.64925 0.379
H 3.41418 2.27740 0.37426 0.269
H 2.79942 3.23421 1.90503 0.231
H 3.39147 0.01734 1.69407 0.141
H 1.39585 0.09313 -2.09768 0.495
```

Its LUMO energy is 0.36 eV. For the highest occupied orbital energy, the calculation gives -9.2 eV. As for the net charge: 0.

Bottom line: version i, by a margin of 137.3 kJ/mol.

Version i
This record from the OMol25 dataset describes a gas-phase ion, C7H14N (charge +1). The level of theory is ωB97M-V/def2-TZVPD.

Structure (XYZ):
```
22
Properties=species:S:1:pos:R:3:nbo_charge:R:1
C 0.15668 1.66387 2.23105 -0.622
C 0.25271 0.39245 1.39390 -0.037
C 0.50869 0.80019 -0.08214 -0.432
C 0.80341 -0.41717 -0.97804 -0.133
C 2.01632 -0.56940 -1.59734 -0.038
C -1.62658 -0.93364 -1.74116 -0.743
C -0.20588 -1.26867 -1.44142 0.247
N -0.99209 -0.35950 1.49480 -0.839
H -0.87316 2.01363 2.19080 0.232
H 0.33497 1.41094 3.27731 0.228
H 0.83405 2.45298 1.92272 0.223
H 1.07297 -0.26311 1.71610 0.177
H -0.32527 1.36094 -0.50004 0.240
H 1.43517 1.36743 -0.15427 0.226
H 2.21630 -1.44371 -2.20184 0.232
H 2.64862 0.30142 -1.47733 0.237
H -1.92113 -0.05451 -1.16415 0.257
H -2.32348 -1.69779 -1.38045 0.293
H 0.10613 -2.16159 -1.98637 0.218
H -1.15802 -0.68766 2.43064 0.387
H -1.09820 -1.10821 0.84309 0.341
H -1.86222 -0.79889 -2.79586 0.306
```

Its LUMO energy is -6.81 eV. For the highest occupied orbital energy, the calculation gives -13.0 eV. As for the net charge: +1.

Version ii
This record from the OMol25 dataset describes a gas-phase ion, C7H14N (charge +1). The level of theory is ωB97M-V/def2-TZVPD.

Structure (XYZ):
```
22
Properties=species:S:1:pos:R:3:nbo_charge:R:1
C 0.48826 -3.00907 3.11993 -0.664
C 0.53231 -2.41738 1.75203 -0.068
C -0.13402 -1.31579 1.39942 -0.281
C 0.04433 -0.79379 0.06181 -0.104
C -0.44184 0.37475 -0.40961 -0.314
C -0.29725 0.63484 -1.88472 -0.439
C 0.03817 2.09978 -2.31460 -0.251
N -0.32092 3.10291 -1.28558 -0.672
H -0.14156 -3.89458 3.25194 0.243
H 0.02695 -2.30267 3.82823 0.216
H 1.47203 -3.27972 3.49578 0.233
H 1.08529 -3.00933 1.03255 0.201
H -0.60347 -0.64785 2.11900 0.211
H 0.65072 -1.39188 -0.61944 0.206
H -1.06074 1.03439 0.19655 0.184
H 0.45130 -0.02548 -2.32723 0.246
H -1.20567 0.37833 -2.44583 0.223
H -0.49545 2.21562 -3.26571 0.242
H 1.07613 2.20898 -2.62163 0.234
H -0.23345 2.69506 -0.34731 0.455
H -1.26900 3.45894 -1.41109 0.448
H 0.33787 3.88394 -1.32450 0.450
```

Its LUMO energy is -3.60 eV. For the highest occupied orbital energy, the calculation gives -11.7 eV. As for the net charge: +1.

Bottom line: version ii, by a margin of 121.6 kJ/mol.

Version i
This record from the OMol25 dataset describes a molecular structure, CH3Br3Si. The level of theory is ωB97M-V/def2-TZVPD.

Structure (XYZ):
```
8
Properties=species:S:1:pos:R:3:nbo_charge:R:1
C 1.13814 1.09841 2.60844 -0.264
Si -1.07399 -0.69373 -1.52128 0.814
Br -1.37374 0.73745 0.06683 -0.311
Br 2.35295 2.30238 2.01588 0.170
Br 1.57596 -0.67672 2.13722 0.090
H 0.31210 -0.30003 -1.80841 -0.166
H -1.84565 -0.49913 -2.63076 -0.174
H -1.08578 -1.96862 -0.86792 -0.158
```

Its LUMO energy is -1.17 eV. For the highest occupied orbital energy, the calculation gives -9.2 eV. As for the net charge: 0.

Version ii
This record from the OMol25 dataset describes 2 unconnected molecules or ions with the total composition CH3Br3Si. The level of theory is ωB97M-V/def2-TZVPD.

Structure (XYZ):
```
8
Properties=species:S:1:pos:R:3:nbo_charge:R:1
C -0.61357 0.16147 -0.75314 -0.509
Si 0.21495 0.20082 0.90121 1.079
Br 1.70978 -0.94185 -2.55359 -0.373
Br 0.59621 -1.85004 1.61303 -0.243
Br -1.41490 1.05491 2.18616 -0.269
H -1.19283 -0.68631 -1.08132 0.228
H -0.67940 1.03113 -1.38320 0.220
H 1.37975 1.02987 1.07085 -0.132
```

Its LUMO energy is -3.39 eV. For the highest occupied orbital energy, the calculation gives -9.8 eV. As for the net charge: 0.

Bottom line: version ii, by a margin of 272.3 kJ/mol.